This record from OMol25 describes the molecule C23H27N3O6S in a non-equilibrium geometry. The level of theory is the ωB97M-V functional and the def2-TZVPD basis.

Geometry as XYZ:
```
60
Properties=species:S:1:pos:R:3:forces:R:3:nbo_charge:R:1
C 0.826795 -3.535052 -6.264837 3.330 0.197 -1.498 -0.642
C 0.735083 -4.740206 -5.435213 6.463 0.407 1.612 -0.043
O 1.007362 -4.375178 -4.144981 -2.003 2.125 6.400 -0.522
C -0.073897 -3.711831 -3.335178 3.162 0.441 0.302 0.235
C 0.109916 -3.156225 -2.051560 8.287 -4.846 -0.141 -0.113
C -0.685564 -2.679291 -1.086666 -1.911 -0.934 -2.235 -0.327
C -1.991468 -2.564622 -1.422970 2.156 -2.244 -11.615 0.189
C -2.270872 -2.857742 -3.007970 14.134 -0.944 9.543 -0.127
C -1.295145 -3.425698 -3.795747 -3.451 -0.886 -1.858 -0.293
H -1.677735 -3.846754 -4.747934 0.430 0.611 0.309 0.211
H -3.075650 -2.827158 -3.326923 -13.700 1.076 -5.066 0.142
N -2.812170 -1.801102 -0.872813 -7.737 3.518 9.722 -0.507
C -4.043441 -0.938963 -1.279860 8.120 -2.872 -2.266 0.692
O -3.848519 -0.637442 -2.405789 -2.736 1.821 -1.861 -0.507
C -4.781363 -0.579334 -0.162533 -3.490 -7.576 3.200 -0.495
H -4.920497 0.361020 0.082866 -1.350 4.699 0.223 0.255
C -4.151109 -1.230932 1.229660 6.700 2.325 -5.887 -0.226
H -4.695283 -1.608808 2.008303 -1.583 -0.497 1.688 0.261
C -3.131456 -0.155020 1.669396 -2.045 2.085 9.662 0.649
O -3.247074 0.117495 3.060971 0.779 -1.425 -6.867 -0.712
N -2.255394 0.556220 0.949613 -0.710 -3.205 -2.396 -0.619
C -1.165105 1.424802 1.391708 -5.286 -5.085 -5.813 0.096
C -1.162279 2.081323 2.471398 -2.272 3.316 11.134 -0.257
C -0.227075 3.041102 2.810705 0.473 -0.405 -7.171 -0.121
C 0.661834 3.583974 1.424300 -5.567 -4.400 7.538 -0.377
C 0.496154 2.735817 0.381412 -2.677 1.004 3.211 -0.171
C -0.599817 1.832802 0.309162 8.187 0.324 -8.306 -0.179
H -0.359094 1.260537 -0.824477 -1.951 1.136 3.510 0.241
H 1.229551 3.064584 -0.187412 2.825 0.278 -4.817 0.249
S 1.802270 4.591020 2.010650 5.553 7.481 -6.485 2.195
O 2.388186 5.175028 0.622214 -1.937 -2.377 4.745 -0.969
O 1.365994 5.683096 2.917658 0.542 -3.517 -0.854 -0.867
N 3.120724 3.731294 2.600861 -3.562 1.843 3.497 -0.619
C 2.761995 3.283021 3.991093 3.312 -5.268 -3.365 -0.283
H 2.376850 4.046820 4.596356 -0.367 0.888 0.867 0.230
C 4.392074 2.702322 4.427064 -3.788 5.907 3.233 -0.032
H 4.056489 2.388015 5.330973 -0.219 -0.862 3.464 0.170
O 4.923955 1.680694 3.835561 1.803 1.051 -5.463 -0.508
C 5.119067 2.410690 2.381536 -1.366 -4.124 1.722 -0.081
H 5.737440 1.631183 1.868152 -0.838 0.999 -0.054 0.223
C 3.673267 2.685611 1.832721 10.620 10.011 1.230 -0.239
H 4.080211 3.266644 1.003478 -0.917 -0.523 -1.302 0.255
H 3.127210 2.001746 1.668511 -7.106 -9.679 -2.387 0.169
H 5.627387 3.336551 2.559134 0.333 0.345 0.134 0.209
H 4.944834 3.792335 4.624805 -0.686 -2.834 -0.988 0.146
H 2.070452 2.269663 3.826109 1.408 2.555 1.022 0.173
H -0.406948 3.606641 3.629605 0.091 1.849 2.478 0.213
H -2.153016 1.788027 3.268514 3.367 0.701 -2.292 0.314
H -2.172556 0.153323 -0.095151 0.104 1.373 2.973 0.443
C -2.984430 -2.262110 0.648888 -11.304 -0.356 -5.851 -0.178
H -2.129934 -2.377733 1.021579 6.644 -0.520 3.824 0.176
H -3.586782 -3.272638 0.553908 1.681 1.506 0.358 0.198
H -5.745361 -1.263671 -0.422850 1.296 2.123 0.957 0.270
H -0.439236 -2.466533 -0.138603 1.695 0.750 3.120 0.204
H 1.232997 -3.561065 -1.621720 -2.798 1.594 -1.205 0.194
H 1.758863 -5.491016 -5.484378 -3.329 1.550 -1.139 0.198
H -0.176012 -5.136737 -5.473217 -3.563 -2.559 -0.762 0.166
H 1.822714 -2.889751 -6.107794 -1.805 -2.030 -0.679 0.217
H 0.098632 -2.804060 -6.115718 -1.754 0.725 0.220 0.215
H 0.715979 -4.086731 -7.196572 0.313 1.354 -1.271 0.212
```
Forces are in eV/Å.

Results
Frontier orbital gap ... 7.1 eV
E_HOMO ... -7.8 eV
Largest force on an atom ... 17.08 eV/Å
SMILES string ... CCOc1ccc(N2C[C@@H](C(=O)Nc3ccc(S(=O)(=O)N4CCOCC4)cc3)CC2=O)cc1
Energy above the lowest of the compared OMol25 structures with the same formula, charge and spin ... 564.6 kcal per mole